[1]
This record from the OMol25 dataset describes a 2-piece molecular cluster, C4H11NO2 overall. The level of theory is the ωB97M-V functional and the def2-TZVPD basis.

```
18
Properties=species:S:1:pos:R:3:nbo_charge:R:1
O 2.02500 -0.36584 -0.57429 -0.614
O -0.63201 0.88974 6.13582 -0.919
N 0.14233 -0.83925 -1.92936 -0.614
C 0.69213 -1.89143 -2.71578 -0.430
C 0.28998 1.09092 -0.75196 -0.443
C -0.76640 0.91793 0.32539 -0.589
C 0.95976 -0.09932 -1.16967 0.641
H -1.36392 1.38586 6.47150 0.458
H -0.16119 1.55538 -1.83206 0.164
H 0.97277 1.85467 -0.36015 0.234
H 0.50484 -2.89154 -2.36616 0.195
H -0.68397 -0.51832 -2.38630 0.402
H 0.33343 -1.85759 -3.75907 0.195
H 1.86499 -1.93079 -2.68937 0.226
H -0.26187 0.48819 1.13223 0.222
H -1.14634 0.03407 6.07082 0.461
H -1.16545 1.92157 0.49030 0.216
H -1.60408 0.25578 -0.09189 0.194
```

Relative energy (zero: lowest compared OMol25 entry of this formula, charge and spin): 44.55 kcal per mole
Max |F|: 5.6 eV/Å
LUMO: 0.8004 eV
Gap between HOMO and LUMO: 10.310 eV
E: -364.19718 a.u.
Highest occupied orbital energy: -0.349 hartree


[2]
This record from the OMol25 dataset describes a 2-piece molecular cluster, CH4F2Si overall. The level of theory is the ωB97M-V functional and the def2-TZVPD basis.

```
8
Properties=species:S:1:pos:R:3:nbo_charge:R:1
Si 0.41877 -1.02691 0.76299 1.749
F -0.80120 -1.83914 1.35366 -0.665
F 1.28698 -0.57374 2.04726 -0.656
C -0.37811 1.33316 -0.95004 -0.755
H -1.46089 1.15271 -0.94747 0.187
H -0.01570 2.24108 -0.44028 0.216
H 0.92591 -1.91642 -0.13340 -0.278
H 0.02424 0.62926 -1.69271 0.203
```

Relative energy (zero: lowest compared OMol25 entry of this formula, charge and spin): 85.83 kcal per mole
Max |F|: 4.3 eV/Å
LUMO (spin up / spin down): -0.3499 / -0.1183 eV
Gap between HOMO and LUMO (spin up / spin down): 8.428 / 8.232 eV
E: -529.71352 a.u.
Highest occupied orbital energy (spin up / spin down): -0.323 / -0.307 hartree


[3]
This record from the OMol25 dataset describes an isolated ion of composition C4H11N3O and charge +2. The level of theory is the ωB97M-V functional and the def2-TZVPD basis.

```
19
Properties=species:S:1:pos:R:3:mulliken_spin:R:1
O -2.61736 1.55992 0.35048 0.849
N 0.71286 0.37053 0.92701 -0.001
N -2.22507 0.44194 0.36073 0.647
N -1.81532 -1.93721 0.04228 0.308
C 2.19892 0.20202 0.86149 0.003
C 0.07582 -0.09259 -0.35675 0.105
C 0.18798 0.84539 -1.42207 0.001
C -1.62454 -0.58497 -0.05390 0.096
H 2.42341 -0.66739 1.42218 0.000
H 0.51108 -1.13432 -0.55382 0.000
H 1.18123 1.28214 -1.51542 0.006
H 0.30910 -0.17009 1.66080 0.004
H -0.55900 1.64223 -1.41300 0.005
H 2.64579 1.00549 1.39574 0.000
H 0.32093 1.28064 1.23281 -0.004
H -1.28428 -2.44175 -0.53964 -0.004
H -2.79327 -2.24208 0.10738 -0.013
H -0.16567 0.43623 -2.41443 -0.001
H 2.51739 0.20388 -0.09188 0.000
```

Relative energy (zero: lowest compared OMol25 entry of this formula, charge and spin): 4.49 kcal per mole
Max |F|: 7.3 eV/Å
LUMO (spin up / spin down): -8.6678 / -12.2124 eV
Gap between HOMO and LUMO (spin up / spin down): 10.041 / 8.882 eV
Spin multiplicity: 3
Net charge: +2
<S²>: 2.025
E: -397.64621 a.u.
Highest occupied orbital energy (spin up / spin down): -0.688 / -0.775 hartree


[4]
This record from the OMol25 dataset describes one molecule with the formula C24H29N3O6. The level of theory is the ωB97M-V functional and the def2-TZVPD basis.

```
62
Properties=species:S:1:pos:R:3:nbo_charge:R:1
O 0.04329 1.31120 2.53279 -0.521
O 5.93941 -0.99511 -0.37229 -0.598
O -0.19117 -2.90739 0.21175 -0.528
O 3.63817 1.48954 -1.16772 -0.586
O 2.70330 -0.46253 -1.77273 -0.521
O -1.51260 -0.80597 1.50489 -0.529
N 1.13572 3.63792 -0.18603 -0.355
N -3.37792 0.45954 -1.16609 -0.331
N 4.01564 -0.76851 0.74210 -0.643
C -5.04218 -0.97479 -0.04958 -0.401
C -0.14236 -0.76741 1.41648 0.143
C -2.21579 -0.11250 -1.55171 0.247
C 0.47232 -1.83396 0.74360 0.345
C 1.26511 1.31012 -1.22918 -0.374
C 2.03846 0.25553 1.67212 -0.376
C -4.68928 -0.12468 -1.27536 -0.209
C 0.19382 0.50714 -1.49376 -0.007
C 2.64738 0.83701 -1.39305 0.793
C -2.12269 -1.44661 -2.20022 -0.671
C 0.66797 0.28440 1.89024 0.341
C -1.77874 1.91365 -0.64409 -0.277
C 2.62737 -0.78485 0.96186 0.240
C -2.18262 -0.13814 2.55238 -0.236
C -3.11961 1.69171 -0.59737 0.148
C -1.30252 -3.45076 0.89375 -0.240
C 1.17100 2.59750 -0.67253 0.321
C 3.98760 -1.05276 -1.73322 -0.174
C -4.19479 2.57455 -0.07089 -0.647
C 0.80395 2.42021 2.96101 -0.261
C -6.40678 -1.63138 -0.20663 -0.608
C -1.17349 0.77516 -1.25463 -0.143
C 1.84530 -1.83568 0.52099 -0.326
C 4.73048 -0.93629 -0.40069 0.672
H 0.08660 3.08811 3.43541 0.199
H -5.42090 0.67940 -1.38418 0.213
H 4.64457 -0.59422 -2.48190 0.229
H 1.27144 2.93487 2.11729 0.211
H -1.26907 2.78180 -0.28273 0.242
H -3.17240 -0.59565 2.59617 0.178
H 0.42288 -0.45730 -1.92523 0.233
H -6.42147 -2.28461 -1.07634 0.204
H -2.20476 -2.85706 0.73584 0.183
H 2.27365 -2.67054 -0.00753 0.228
H -2.03599 -1.34137 -3.28338 0.231
H -4.73334 -0.73987 -2.17790 0.209
H 3.83928 -2.10556 -1.98505 0.217
H -1.43908 -4.44764 0.47382 0.188
H 4.58816 -0.47685 1.52528 0.413
H -1.11068 -3.53325 1.96625 0.180
H -1.24046 -1.97128 -1.84075 0.250
H -3.74045 3.46349 0.35704 0.240
H -4.87335 2.88863 -0.86542 0.217
H -2.27925 0.92916 2.34714 0.196
H -4.27445 -1.73832 0.08974 0.204
H -1.67947 -0.27989 3.51048 0.184
H -2.99182 -2.06123 -1.98407 0.219
H -7.18181 -0.87848 -0.33171 0.205
H -4.78042 2.07818 0.70261 0.212
H 1.56321 2.12853 3.69284 0.172
H -5.03795 -0.34053 0.83846 0.202
H -6.64554 -2.22580 0.67141 0.218
H 2.65982 1.07061 2.00420 0.236
```

Relative energy (zero: lowest compared OMol25 entry of this formula, charge and spin): 65.50 kcal per mole
Max |F|: 1.2 eV/Å
LUMO: -0.0022 eV
Gap between HOMO and LUMO: 7.937 eV
E: -1547.62748 a.u.
Highest occupied orbital energy: -0.292 hartree


[5]
This record from the OMol25 dataset describes an isolated ion of composition C10H13N3O and charge +2. The level of theory is the ωB97M-V functional and the def2-TZVPD basis.

```
27
Properties=species:S:1:pos:R:3:nbo_charge:R:1
O 0.44487 -2.45514 0.43709 -0.396
N -0.92633 0.14674 -0.58580 -0.223
N 0.42649 -1.16384 0.46956 0.188
N 1.54168 -0.48338 0.18123 -0.138
C -3.06230 0.44429 0.45391 0.100
C 3.69367 1.14449 -0.10516 -0.089
C 1.30135 0.75049 -0.29187 0.133
C -2.85770 1.40855 1.46943 -0.728
C -2.17818 -0.15876 -0.45628 0.186
C -0.07088 1.08072 -0.70185 0.148
C 2.81247 -1.01441 0.31130 0.022
C 2.37320 1.65773 -0.29032 -0.153
C -2.45130 -1.47393 -1.16511 -0.674
C 3.87978 -0.26032 -0.01481 -0.168
H 1.25247 -2.91768 -0.09132 0.493
H 4.64530 1.64781 -0.08754 0.283
H -2.94919 -2.32429 -0.62317 0.284
H -3.99422 0.01765 0.34855 0.228
H -3.35385 1.11432 2.35325 0.324
H -3.62909 2.17216 1.52542 0.335
H -3.21862 -1.28235 -2.05184 0.281
H -1.60174 -1.76967 -1.72586 0.239
H -0.11437 2.08391 -1.15391 0.265
H -1.76792 1.62975 1.47130 0.235
H 2.78955 -1.93176 0.72845 0.234
H 2.10870 2.75501 -0.46239 0.287
H 4.90614 -0.81811 0.05775 0.303
```

Relative energy (zero: lowest compared OMol25 entry of this formula, charge and spin): 66.26 kcal per mole
Max |F|: 4.2 eV/Å
LUMO (spin up / spin down): -9.7900 / -9.3790 eV
Gap between HOMO and LUMO (spin up / spin down): 6.382 / 7.150 eV
Net charge: +2
E: -627.46453 a.u.
Highest occupied orbital energy (spin up / spin down): -0.594 / -0.607 hartree


[6]
This record from the OMol25 dataset describes a 2-piece molecular cluster, C5H7Br overall. The level of theory is the ωB97M-V functional and the def2-TZVPD basis.

```
13
Properties=species:S:1:pos:R:3:nbo_charge:R:1
Br -0.60990 -0.70252 3.50667 -0.254
C 1.20007 1.63309 -0.70863 -0.337
C -0.04557 0.32836 0.58353 -0.122
C 0.91421 1.44546 0.55417 -0.255
C -0.96565 -1.58352 -0.99737 -0.698
C -0.27449 -0.51773 -0.27360 0.064
H 0.65244 1.01328 -1.47849 0.203
H -0.70752 -1.39063 -2.06226 0.236
H -0.66594 -2.59195 -0.89918 0.245
H -0.83719 -0.68453 2.08430 0.228
H 1.46234 1.97771 1.38742 0.243
H -2.00602 -1.31232 -0.83190 0.255
H 1.88320 2.38530 -0.86466 0.190
```

Relative energy (zero: lowest compared OMol25 entry of this formula, charge and spin): 71.99 kcal per mole
Max |F|: 3.2 eV/Å
LUMO: 0.5475 eV
Gap between HOMO and LUMO: 9.677 eV
E: -2768.57255 a.u.
Highest occupied orbital energy: -0.335 hartree


[7]
This record from the OMol25 dataset describes a 4-piece molecular cluster, C2H9NO5 overall. The level of theory is the ωB97M-V functional and the def2-TZVPD basis.

```
17
Properties=species:S:1:pos:R:3:mulliken_spin:R:1
O 0.19124 1.51679 2.48856 0.000
O 1.82987 2.62938 0.04911 0.000
O 1.08944 -1.37856 -1.53586 0.451
O -0.58741 -1.42395 2.77993 0.002
O -0.13647 -0.22045 -3.39072 0.442
N -1.20935 -1.11832 -1.64083 0.077
C -1.18569 -0.66289 -2.96736 -0.040
C 0.03160 -1.54300 -0.99351 -0.028
H 2.78326 2.65677 0.20932 0.000
H -2.08873 -1.39491 -1.19826 -0.004
H -0.39163 -0.58227 2.45265 0.000
H 0.86293 1.01269 2.73089 0.000
H 0.45800 2.08727 1.76882 0.000
H 0.02870 -1.87949 0.10435 0.051
H -2.15471 -0.67184 -3.49452 0.050
H -1.16629 -1.30655 3.43715 0.000
H 1.64524 2.27935 -0.79973 0.000
```

Relative energy (zero: lowest compared OMol25 entry of this formula, charge and spin): 16.08 kcal per mole
Max |F|: 6.2 eV/Å
LUMO (spin up / spin down): -5.7864 / -9.8053 eV
Gap between HOMO and LUMO (spin up / spin down): 8.787 / 4.767 eV
Spin multiplicity: 2
Net charge: +1
<S²>: 0.761
E: -512.17504 a.u.
Highest occupied orbital energy (spin up / spin down): -0.536 / -0.536 hartree


[8]
This record from the OMol25 dataset describes C17H17BIrN9Se4 as an isolated structure. The level of theory is the ωB97M-V functional and the def2-TZVPD basis.

```
49
Properties=species:S:1:pos:R:3:mulliken_spin:R:1
Ir 0.81754 0.18594 -1.52981 2.406
Se 1.30806 1.90842 -3.25900 0.627
Se 3.48123 -0.95031 -4.38677 0.488
Se 2.46987 1.19775 -5.02998 0.393
Se 2.65956 -1.50824 -2.40943 0.610
N -0.05915 -1.08110 1.28120 -0.068
N 0.05499 -1.35721 -0.04000 0.232
N -0.86688 -0.81783 -2.85775 0.061
N 1.79789 0.61442 1.38527 -0.086
N -0.60999 1.33823 0.92855 -0.045
N 2.29067 0.52102 0.13150 0.207
N 0.10824 0.61269 3.20865 0.001
N 0.27935 -0.37593 4.12267 0.000
N -0.38041 1.60480 -0.37635 0.149
C 0.10321 1.82965 3.82261 0.001
C -0.61539 -3.20486 1.02331 0.006
C -1.37590 2.38820 -0.80338 0.006
C -2.09781 -0.88679 -2.33970 0.009
C -2.99420 -1.67731 -4.40004 0.005
C -3.18823 -1.30589 -3.07843 0.004
C -2.27098 2.62999 0.23050 0.003
C -0.27239 -2.63652 -0.20072 -0.037
C 0.34525 0.22372 5.29470 0.000
C 0.24584 1.62425 5.16764 0.000
C -0.46234 -2.18263 1.93869 0.001
C -1.71798 -1.60784 -4.93779 0.002
C -0.68445 -1.16593 -4.13419 0.026
C 3.59966 0.75859 0.20188 -0.015
C -1.74672 1.93934 1.30923 0.034
C 2.79738 0.89641 2.23807 0.025
C 3.97281 1.00048 1.52033 -0.007
B 0.30324 0.35279 1.73538 -0.020
H 4.95420 1.21861 1.90133 0.000
H 0.01956 2.74503 3.26014 -0.001
H -1.52200 -1.88807 -5.96289 0.001
H -0.92134 -4.21646 1.22117 0.001
H 0.46135 -0.36485 6.19063 0.000
H 0.32697 -1.08562 -4.51407 -0.028
H -2.10978 1.84403 2.31847 0.002
H 4.19984 0.74945 -0.69387 0.009
H -0.58387 -2.15645 3.00647 -0.001
H -4.16621 -1.34305 -2.62036 0.001
H 2.61093 0.99969 3.29430 0.001
H -3.82604 -2.01585 -5.00302 0.000
H -0.24815 -3.08210 -1.18279 -0.001
H -2.19724 -0.60049 -1.29987 0.008
H -1.39432 2.73148 -1.82608 -0.007
H 0.26780 2.36742 5.94506 0.000
H -3.16369 3.22892 0.20854 0.001
```

Relative energy (zero: lowest compared OMol25 entry of this formula, charge and spin): 0.00 kcal per mole
Max |F|: 0.1 eV/Å
LUMO (spin up / spin down): -3.7767 / -5.6045 eV
Gap between HOMO and LUMO (spin up / spin down): 6.260 / 6.073 eV
Spin multiplicity: 6
Net charge: +1
<S²>: 8.781
E: -10885.57960 a.u.
Highest occupied orbital energy (spin up / spin down): -0.369 / -0.429 hartree